[1]
Below is C17H29CeN2O4P2 as an isolated structure in a non-equilibrium geometry, with properties calculated with ωB97M-V/def2-TZVPD.

LUMO energy (alpha / beta) = -5.0973 / -5.0980 eV
frontier orbital gap (alpha / beta) = 5.549 / 5.548 eV
net charge = +1
HOMO level (alpha / beta) = -0.391 / -0.391 hartree

Structure (XYZ):
```
55
Properties=species:S:1:pos:R:3:lowdin_charge:R:1
C -1.0544 3.2164 -2.8467 -0.01
C -1.1154 2.1418 -1.9298 -0.32
N 0.0748 1.7292 -1.3519 -0.07
C 1.2551 2.3591 -1.5922 -0.29
C 1.3303 3.3958 -2.5074 -0.01
C 0.1542 3.8248 -3.1463 -0.02
C -2.3184 1.4290 -1.6295 -0.25
P -2.3414 0.2710 -0.2749 0.73
Ce 0.0073 0.1395 0.1431 0.44
P 2.3405 0.2579 -0.0107 0.79
C 2.4489 1.9684 -0.7445 -0.19
C -0.0651 -1.5313 1.4566 -0.37
C -0.4646 -1.2384 2.7654 -0.09
C -0.4914 -2.2401 3.7461 -0.04
C -0.1157 -3.5576 3.4334 -0.05
C 0.2868 -3.8501 2.1244 -0.06
C 0.3127 -2.8469 1.1430 -0.09
O -1.5483 -0.4381 -3.7437 -0.08
O 1.1334 -0.7742 -3.5561 -0.10
H -1.9846 3.5551 -3.3181 0.13
H 2.2955 3.8832 -2.6963 0.13
H 0.1877 4.6491 -3.8658 0.13
C -3.2542 0.9049 1.1654 -0.19
C -3.2675 -1.2153 -0.7790 -0.21
H 3.3901 2.0881 -1.3055 0.12
H 2.4948 2.6553 0.1217 0.11
H -1.8612 0.1957 -3.0317 0.00
H -3.2607 1.8537 -1.9888 0.10
C 3.2256 0.3242 1.5677 -0.18
C 3.2927 -0.8201 -1.1077 -0.20
H -0.7573 -0.2240 3.0430 0.10
H -0.8076 -1.9910 4.7650 0.12
H -0.1380 -4.3394 4.1997 0.12
H 0.5838 -4.8713 1.8580 0.11
H 0.6348 -3.1131 0.1346 0.10
H -0.2390 -1.2699 -0.8457 0.07
H 1.1155 -1.7315 -3.7321 0.07
H 0.1750 -0.5248 -3.6829 0.00
H -1.8724 -0.0316 -4.5666 0.08
H 0.2833 -0.6463 -1.4035 0.07
H -4.2975 1.1118 0.8832 0.07
H -3.2305 0.1565 1.9756 0.06
H -2.7758 1.8311 1.5200 0.06
H -4.3257 -0.9571 -0.9370 0.06
H -2.8450 -1.6027 -1.7202 0.05
H -3.1892 -1.9870 0.0061 0.06
H 4.3417 -0.4867 -1.1585 0.07
H 3.2543 -1.8529 -0.7198 0.07
H 2.8239 -0.7907 -2.1060 0.03
H 4.2770 0.6111 1.4169 0.07
H 2.7293 1.0424 2.2418 0.06
H 3.1731 -0.6715 2.0351 0.07
O 0.6501 3.2853 2.7218 0.03
N 0.3971 2.6153 1.7315 -0.15
O 0.4688 1.3090 1.8427 -0.33
```


[2]
Below is C17H31F5P2Sn as an isolated structure in a non-equilibrium geometry, with properties calculated with ωB97M-V/def2-TZVPD.

LUMO energy (alpha / beta) = -0.5924 / -0.5581 eV
frontier orbital gap (alpha / beta) = 5.528 / 5.540 eV
net charge = 0
ΔE to the lowest compared entry with this formula, charge and spin = 254.6 kJ/mol
HOMO level (alpha / beta) = -0.225 / -0.224 hartree

Structure (XYZ):
```
56
Properties=species:S:1:pos:R:3:lowdin_charge:R:1
P 0.5112 -1.3974 -0.9868 0.89
P 1.8618 2.0232 -0.7944 0.64
C 0.2411 0.1327 -2.0175 -0.41
C 1.4939 0.9722 -2.2456 -0.41
H -0.5632 0.6840 -1.4921 0.03
H -0.1883 -0.1726 -2.9809 0.07
H 2.3484 0.3160 -2.4356 0.07
H 1.3855 1.6097 -3.1354 0.09
C 0.4040 3.1060 -0.6141 -0.23
H 0.4615 3.6227 0.3446 0.04
H -0.5504 2.5668 -0.6521 0.02
H 0.4065 3.8574 -1.4168 0.05
C 3.0392 3.2191 -1.5074 -0.24
H 2.5545 3.7241 -2.3602 0.06
H 3.9505 2.7118 -1.8516 0.05
H 3.3023 3.9649 -0.7464 0.06
C -0.2545 -2.4735 -2.2997 -0.29
H -0.4618 -3.4931 -1.9443 0.04
H 0.4521 -2.5346 -3.1444 0.05
H -1.2026 -2.0528 -2.6693 0.04
C 2.1372 -2.2805 -1.0021 -0.30
H 2.9726 -1.5734 -1.0675 -0.01
H 2.1475 -2.9779 -1.8528 0.03
H 2.2102 -2.8651 -0.0739 0.03
Sn 2.6482 0.4957 0.9442 0.91
C -2.5334 0.7015 0.1486 -0.11
C -3.1543 0.3801 -0.9957 -0.12
C -4.1042 -0.7639 -1.2360 -0.19
C -3.9532 -1.9896 -0.3100 -0.20
C -2.6071 -2.6192 -0.3177 -0.13
C -1.5603 -2.3250 0.4743 -0.21
C -1.3928 -1.1832 1.4523 -0.23
C -2.4679 -0.0840 1.4301 -0.18
C 2.8765 -1.1981 2.3812 -0.31
H -2.0888 1.6995 0.2037 0.09
H -3.0338 1.0305 -1.8788 0.11
H -3.9909 -1.1131 -2.2729 0.11
H -5.1459 -0.3869 -1.1463 0.12
H -4.2605 -1.7069 0.6999 0.09
H -4.6545 -2.7584 -0.6645 0.11
H -2.4364 -3.4099 -1.0580 0.09
H -0.6947 -3.0208 0.4756 0.09
H -0.4185 -0.6985 1.2814 0.03
H -1.3013 -1.6466 2.4438 0.12
H -3.4330 -0.5051 1.7331 0.10
H -2.1802 0.6382 2.2105 0.11
H 3.6119 -0.9704 3.1805 0.01
H 3.2031 -2.0710 1.7790 -0.03
H 1.9011 -1.4104 2.8004 -0.03
F 0.3908 1.2192 2.7021 -0.02
C 1.6456 1.8143 2.6373 -0.47
F 1.4388 3.1026 2.1762 -0.03
C 2.1511 1.9784 4.0761 -0.56
F 2.1910 0.7834 4.7137 0.13
F 3.3823 2.5491 4.0990 0.13
F 1.3118 2.7792 4.7831 0.13
```


[3]
Below is one molecule with the formula C5H8N2 in a non-equilibrium geometry, with properties calculated with ωB97M-V/def2-TZVPD.

LUMO energy = 0.9725 eV
frontier orbital gap = 9.920 eV
net charge = 0
ΔE to the lowest compared entry with this formula, charge and spin = 311.6 kJ/mol
SMILES string = C1=CN2C[C@@H]1CN2
HOMO level = -0.329 hartree

Structure (XYZ):
```
15
Properties=species:S:1:pos:R:3:lowdin_charge:R:1
C -0.9432 -0.9684 -0.6154 -0.08
C -1.4687 0.2408 -0.4606 -0.14
N -0.6744 1.0738 0.3289 -0.13
C -0.1027 0.0618 1.2559 -0.13
C 0.2968 -0.9345 0.1545 -0.26
C 1.1741 0.0774 -0.7001 -0.16
N 0.4411 1.3532 -0.5506 -0.04
H -1.4552 -1.9253 -0.9263 0.13
H -2.3987 0.6189 -0.8899 0.11
H -0.8031 -0.1610 1.9944 0.10
H 0.7703 0.4716 1.7605 0.11
H 0.7784 -1.9096 0.5233 0.16
H 2.0962 0.2853 -0.1984 0.10
H 1.1862 -0.1518 -1.7663 0.11
H 1.1029 1.8677 0.0901 0.12
```


[4]
Below is C34H46As4N2PdS2 as an isolated structure, with properties calculated with ωB97M-V/def2-TZVPD.

LUMO energy (alpha / beta) = 0.5733 / -1.1403 eV
frontier orbital gap (alpha / beta) = 6.831 / 6.007 eV
net charge = 0
2S+1 = 3
ΔE to the lowest compared entry with this formula, charge and spin = 0.0 kJ/mol
HOMO level (alpha / beta) = -0.230 / -0.263 hartree

Structure (XYZ):
```
89
Properties=species:S:1:pos:R:3:lowdin_charge:R:1
Pd 0.6160 -0.2104 0.0416 -0.04
S -0.8352 1.6354 -0.3427 0.54
C -0.4044 2.9080 0.7906 -0.69
C -1.2266 4.0456 0.8160 -0.13
C -0.9194 5.1276 1.6141 -0.09
C 0.2249 5.1227 2.4085 -0.09
C 1.0384 4.0058 2.4006 -0.12
C 0.7186 2.8929 1.6230 -0.41
As 1.8427 1.3261 1.6164 1.24
C 3.6062 2.1385 1.5351 -0.36
C 3.9932 2.7394 0.3397 -0.12
C 5.2285 3.3610 0.2480 -0.08
C 6.0841 3.3833 1.3406 -0.09
C 5.7023 2.7823 2.5296 -0.09
C 4.4645 2.1600 2.6294 -0.10
C 1.7996 0.6899 3.4596 -0.41
C 2.4898 -0.4913 3.7287 -0.14
C 2.5283 -1.0101 5.0132 -0.09
C 1.8558 -0.3640 6.0421 -0.09
C 1.1471 0.7982 5.7781 -0.08
C 1.1228 1.3276 4.4927 -0.12
H -2.1039 4.0705 0.1819 0.10
H -1.5700 5.9932 1.6075 0.10
H 0.4777 5.9806 3.0167 0.10
H 1.9438 3.9941 2.9989 0.11
H 3.3423 2.7033 -0.5253 0.08
H 5.5250 3.8206 -0.6860 0.11
H 7.0494 3.8668 1.2629 0.10
H 6.3652 2.7973 3.3854 0.10
H 4.1761 1.6979 3.5655 0.09
H 3.0079 -1.0069 2.9256 0.11
H 3.0781 -1.9218 5.2105 0.11
H 1.8806 -0.7694 7.0454 0.10
H 0.6161 1.3028 6.5754 0.11
H 0.5713 2.2402 4.3013 0.09
C -0.8250 -1.9876 3.8469 -0.29
As -0.9520 -1.0378 2.1350 1.11
C -1.9640 0.4884 2.8086 -0.29
C -2.4625 -1.8952 1.2097 -0.36
C -2.3202 -3.3214 0.6526 -0.70
C -3.5207 -3.5693 -0.2670 -0.08
C -1.0118 -3.5298 -0.1215 -0.38
As -0.3544 -2.1149 -1.3200 1.08
C 1.0421 -3.1541 -2.1798 -0.30
C -1.6663 -2.1021 -2.7578 -0.28
C -2.3636 -4.3273 1.8108 -0.38
As -2.1944 -6.2398 1.3211 1.11
C -2.7580 -6.9073 3.0782 -0.36
C -0.2659 -6.4585 1.6363 -0.35
H -1.8204 -2.2937 4.1693 0.03
H -0.4053 -1.2857 4.5673 0.00
H -0.1694 -2.8542 3.7905 0.02
H -2.7456 0.1324 3.4812 0.03
H -2.3970 1.0289 1.9699 0.00
H -1.2961 1.1574 3.3491 0.01
H -2.6493 -1.1941 0.3864 0.06
H -3.3389 -1.8530 1.8647 0.09
H -3.5577 -2.8352 -1.0714 0.06
H -4.4520 -3.4886 0.2984 0.09
H -3.4828 -4.5647 -0.7131 0.06
H -1.0792 -4.4593 -0.6992 0.07
H -0.1822 -3.6535 0.5862 0.06
H 0.6108 -4.0474 -2.6340 0.03
H 1.7926 -3.4334 -1.4420 0.03
H 1.5200 -2.5301 -2.9323 0.01
H -2.0551 -3.1093 -2.9082 0.03
H -1.1480 -1.7608 -3.6512 0.00
H -2.4833 -1.4171 -2.5402 0.03
H -3.3182 -4.2293 2.3386 0.08
H -1.5711 -4.1141 2.5319 0.04
H -3.8290 -6.7516 3.2015 0.01
H -2.2257 -6.3928 3.8792 0.02
H -2.5549 -7.9754 3.1423 0.01
H 0.3053 -6.1031 0.7806 0.00
H -0.0535 -7.5187 1.7728 0.02
H 0.0467 -5.9167 2.5302 0.02
C 2.6070 3.2554 -5.4417 -0.04
C 1.8718 2.1413 -4.7603 -0.34
C 0.6554 1.6625 -5.2418 -0.03
C 0.0706 0.6391 -4.5241 -0.14
N 0.6105 0.1231 -3.4243 0.02
C 1.7648 0.6703 -3.0146 -0.82
S 2.5164 0.0711 -1.5579 0.52
N 2.4195 1.6489 -3.6546 0.09
H 2.3956 3.2813 -6.5100 0.07
H 3.6767 3.1458 -5.2775 0.08
H 2.2982 4.2112 -5.0134 0.08
H 0.1979 2.0630 -6.1348 0.10
H -0.8736 0.2082 -4.8449 0.10
```


[5]
Below is a 7-piece molecular cluster, C28H77N7O7 overall in a non-equilibrium geometry, with properties calculated with ωB97M-V/def2-TZVPD.

LUMO energy (alpha / beta) = 2.1756 / 2.1737 eV
frontier orbital gap (alpha / beta) = 1.340 / 8.755 eV
net charge = -1
2S+1 = 2
ΔE to the lowest compared entry with this formula, charge and spin = 207.4 kJ/mol
HOMO level (alpha / beta) = 0.031 / -0.242 hartree

Structure (XYZ):
```
119
Properties=species:S:1:pos:R:3:lowdin_charge:R:1
C -4.9009 -1.5664 -2.6371 -0.08
C -5.2534 -0.2422 -3.3402 -0.38
C -6.2556 -0.3587 -4.5953 -0.11
O -6.5163 1.0790 -5.0067 -0.23
C -7.5721 1.2482 -5.8718 -0.18
N -5.7674 0.7515 -2.3581 0.03
H -4.6640 -1.4353 -1.5813 0.05
H -3.9699 -1.9635 -3.0413 0.05
H -5.5574 -2.4365 -2.6341 0.07
H -4.3477 0.2550 -3.6874 0.12
H -7.1923 -0.8895 -4.4256 0.11
H -5.7557 -0.8520 -5.4288 0.10
H -8.4859 1.5882 -5.3845 0.08
H -7.7972 0.3661 -6.4712 0.08
H -7.3207 2.0543 -6.5611 0.08
H -6.1672 1.4009 -3.0203 0.04
H -6.5469 0.4147 -1.8114 0.06
C -6.3206 4.2303 0.0784 -0.08
C -5.3164 4.9677 0.9560 -0.42
C -4.0458 4.2029 1.6045 -0.15
O -2.9800 3.9042 0.6115 -0.23
C -2.0713 2.8635 1.0816 -0.12
N -4.8353 6.1239 0.2304 0.02
H -5.8610 3.5383 -0.6274 0.07
H -6.9181 4.9336 -0.5015 0.07
H -6.8847 3.6377 0.7986 0.07
H -5.9256 5.3671 1.7669 0.12
H -4.3567 3.2376 2.0040 0.10
H -3.5068 4.7427 2.3831 0.11
H -1.0872 3.0004 0.6334 0.08
H -2.4456 1.8926 0.7572 0.07
H -1.9161 2.7444 2.1539 0.07
H -4.6514 6.8266 0.9323 0.06
H -3.8830 5.8613 0.0202 0.05
C 7.3312 -3.5632 3.2841 -0.09
C 5.9962 -2.8352 3.5014 -0.43
C 5.5002 -2.2012 2.1543 -0.20
O 6.4283 -1.1330 1.8138 -0.21
C 6.0653 -0.4038 0.6449 -0.11
N 4.9729 -3.7355 4.0639 0.01
H 8.1814 -2.8961 3.4264 0.07
H 7.3802 -4.2056 2.4049 0.07
H 7.4424 -4.2456 4.1268 0.06
H 6.0593 -1.8990 4.0562 0.12
H 4.4919 -1.7990 2.2523 0.10
H 5.5049 -2.9999 1.4125 0.11
H 5.0084 -0.1571 0.7465 0.07
H 6.1919 -1.1285 -0.1594 0.07
H 6.6408 0.5038 0.4631 0.09
H 5.2177 -3.8964 5.0304 0.05
H 4.9617 -4.6071 3.5538 0.06
C 2.3374 -2.2043 -7.0929 -0.06
C 0.8304 -1.7531 -7.0464 -0.44
C 0.2323 -1.7410 -5.6373 -0.20
O 0.2780 -3.0110 -5.0068 -0.18
C -0.6690 -3.2245 -4.0376 -0.15
N 0.7485 -0.4650 -7.6808 0.02
H 3.0641 -1.5113 -6.6689 0.07
H 2.5667 -2.4508 -8.1296 0.06
H 2.5117 -3.1769 -6.6328 0.07
H 0.2214 -2.4344 -7.6407 0.13
H -0.7398 -1.2479 -5.6296 0.12
H 0.9373 -1.0846 -5.1274 0.10
H -0.7489 -2.5515 -3.1839 0.07
H -0.2964 -4.1848 -3.6808 0.09
H -1.7224 -3.2922 -4.3096 0.07
H 0.6161 -0.5905 -8.6742 0.07
H -0.1738 -0.0847 -7.5230 0.06
C -2.1063 -1.5714 -0.1363 -0.09
C -0.8041 -0.9605 0.2747 -0.45
C -0.6944 -0.6745 1.8138 -0.26
O 0.4452 0.0782 2.0719 -0.21
C 1.4875 -0.4796 2.9097 -0.12
N 0.2018 -1.9170 -0.0188 0.04
H -2.3626 -2.5371 0.2994 0.07
H -1.9010 -1.8493 -1.1701 0.06
H -2.9742 -0.9193 -0.0383 0.07
H -0.5294 -0.0973 -0.3316 0.14
H -0.7003 -1.6329 2.3330 0.10
H -1.4943 -0.0787 2.2535 0.10
H 2.0377 -1.3103 2.4676 0.05
H 1.1034 -0.8812 3.8474 0.06
H 2.2679 0.2617 3.0813 0.07
H 0.0322 -2.7167 0.5743 0.07
H 1.1143 -1.5098 0.1279 0.06
C 3.9665 -2.4517 -1.7611 -0.09
C 2.7607 -1.6808 -2.3402 -0.41
C 2.9357 -0.2353 -1.8192 -0.19
O 1.9494 0.6943 -2.3312 -0.19
C 1.9126 1.8422 -1.5089 -0.13
N 2.9684 -1.7366 -3.7376 0.04
H 4.9908 -2.1620 -1.9954 0.07
H 3.9702 -3.5018 -2.0533 0.07
H 3.9868 -2.5316 -0.6742 0.05
H 1.7494 -2.0019 -2.0908 0.12
H 3.9224 0.1355 -2.0971 0.12
H 2.9664 -0.1668 -0.7318 0.10
H 1.5668 2.7056 -2.0773 0.08
H 2.9604 2.1026 -1.3595 0.08
H 1.3617 1.7399 -0.5739 0.08
H 2.4378 -2.4089 -4.2729 0.05
H 2.6820 -0.8784 -4.1865 0.06
C 0.2384 1.5747 6.3659 -0.10
C 1.6468 1.2290 6.9391 -0.38
C 1.9383 2.1186 8.2190 -0.26
O 1.8466 3.4658 8.0343 -0.20
C 0.7828 4.1230 8.7038 -0.12
N 1.7376 -0.1481 7.4516 0.01
H -0.0629 2.5921 6.1162 0.06
H -0.6169 1.2449 6.9556 0.06
H -0.0014 1.0651 5.4326 0.05
H 2.4474 1.4187 6.2241 0.11
H 2.9316 1.9947 8.6505 0.11
H 1.2682 1.8534 9.0368 0.11
H -0.1831 3.6737 8.4732 0.07
H 0.6601 5.1315 8.3087 0.08
H 0.9423 4.0796 9.7812 0.08
H 2.6447 -0.5588 7.6204 0.05
H 1.2760 -0.8042 6.8380 0.04
```


| no. | DFT total energy (Eh) |
| --- | --- |
| 1 | -2232.7951 |
| 2 | -2062.4909 |
| 3 | -304.7168 |
| 4 | -11300.0357 |
| 5 | -2022.6575 |